Run i
{
  "formula": "C3H10NO2",
  "method": "wB97M-V/def2-TZVPD",
  "e_homo_ev": -3.21,
  "lumo_energy_ev": 4.4,
  "charge": -1,
  "homo_lumo_gap_ev": 7.632,
  "symbols": ["C", "O", "C", "C", "N", "H", "H", "H", "H", "H", "H", "H", "H", "H", "H", "O"],
  "positions_angstrom": [[0.6371, 1.2013, 0.1805], [0.9366, 0.4380, -0.9011], [-0.4437, 0.5684, 1.1081], [0.2389, -0.5484, 1.9014], [-1.5624, 0.0849, 0.3263], [1.5605, 1.4139, 0.7724], [0.2302, 2.2025, -0.1004], [-0.6569, 1.4286, 1.7665], [0.5430, -1.2346, 1.0916], [-0.4718, -1.1893, 2.4101], [1.1667, -0.2072, 2.3427], [-1.1636, -0.1365, -0.5883], [-2.1824, 0.8530, 0.0912], [0.4864, -0.6906, -1.7564], [0.8463, -1.7987, -2.8102], [0.0985, -1.4835, -2.2943]],
  "lowdin_charge": [-0.446, -0.329, -0.481, -0.098, 0.030, 0.084, 0.079, 0.113, 0.073, 0.052, 0.059, 0.048, 0.052, -0.039, -0.015, -0.181]
}

Run ii
{
  "formula": "C3H10NO2",
  "method": "wB97M-V/def2-TZVPD",
  "e_homo_ev": -3.54,
  "lumo_energy_ev": 4.4,
  "charge": -1,
  "homo_lumo_gap_ev": 7.898,
  "symbols": ["C", "O", "C", "C", "N", "H", "H", "H", "H", "H", "H", "H", "H", "H", "H", "O"],
  "positions_angstrom": [[0.3450, -0.1951, 0.7481], [-0.1883, 1.0656, 0.9416], [0.7066, -0.4457, -0.7063], [-0.5044, -0.5202, -1.6558], [1.6795, 0.5706, -1.2302], [-0.2769, -1.0336, 1.0984], [1.3231, -0.2987, 1.2872], [1.2606, -1.4011, -0.7327], [-1.0652, 0.4042, -1.7606], [-0.1674, -0.9203, -2.6099], [-1.1895, -1.2133, -1.1538], [1.0744, 1.3008, -1.6022], [1.9028, 1.1159, -0.3939], [-1.2573, 0.7731, 1.8896], [-1.5645, 0.3219, 3.3463], [-2.0787, 0.4758, 2.5343]],
  "lowdin_charge": [-0.438, -0.310, -0.467, -0.086, 0.001, 0.094, 0.092, 0.110, 0.065, 0.056, 0.068, 0.041, 0.045, -0.023, -0.017, -0.233]
}

Run iii
{
  "formula": "C3H10NO2",
  "method": "wB97M-V/def2-TZVPD",
  "e_homo_ev": -3.06,
  "lumo_energy_ev": 4.3,
  "charge": -1,
  "homo_lumo_gap_ev": 7.339,
  "symbols": ["C", "O", "C", "C", "N", "H", "H", "H", "H", "H", "H", "H", "H", "H", "H", "O"],
  "positions_angstrom": [[-0.1307, -0.3374, -1.2173], [0.6049, 0.6036, -0.6397], [-1.0828, -1.0581, -0.2264], [-1.9394, -0.0454, 0.5290], [-0.2743, -1.9939, 0.6343], [-0.8950, 0.0357, -1.9880], [0.4473, -1.1583, -1.7717], [-1.6719, -1.8187, -0.7812], [-1.3205, 0.4865, 1.2282], [-2.7676, -0.6678, 0.8970], [-2.3805, 0.6703, -0.1734], [-0.3285, -1.7322, 1.6141], [0.6759, -1.7948, 0.3329], [1.9110, 1.8120, 0.1264], [2.6839, 1.8512, 1.3197], [2.4461, 2.4923, 0.6199]],
  "lowdin_charge": [-0.534, -0.305, -0.469, -0.093, -0.005, 0.084, 0.089, 0.103, 0.060, 0.061, 0.066, 0.034, 0.038, -0.010, 0.018, -0.138]
}

Run iv
{
  "formula": "C3H10NO2",
  "method": "wB97M-V/def2-TZVPD",
  "e_homo_ev": -2.57,
  "lumo_energy_ev": 4.1,
  "charge": -1,
  "homo_lumo_gap_ev": 6.685,
  "symbols": ["C", "N", "C", "C", "O", "H", "H", "H", "H", "H", "H", "H", "H", "H", "H", "O"],
  "positions_angstrom": [[-1.7641, 0.7251, -1.0057], [-0.7738, 0.1237, -0.1214], [0.3810, -0.3689, -0.8783], [1.1807, -1.3780, -0.0069], [0.3805, -2.0429, 0.8379], [-1.4496, 1.7570, -1.2206], [-2.7096, 0.7966, -0.4745], [-1.7657, 0.2366, -1.9869], [-1.1775, -0.7145, 0.2873], [0.9027, 0.5068, -1.2977], [0.0131, -0.9457, -1.7532], [2.0263, -0.8032, 0.4777], [1.7282, -2.0415, -0.7201], [-0.0121, 1.6700, 0.8621], [1.3308, 1.9946, 1.4808], [0.5198, 2.4248, 1.1904]],
  "lowdin_charge": [-0.160, -0.172, -0.267, -0.546, -0.353, 0.066, 0.068, 0.060, 0.084, 0.099, 0.088, 0.068, 0.067, -0.008, 0.017, -0.110]
}

run ii ends up most stable, edging out the next structure by 0.165 eV.

Run i
{
  "formula": "C3H10NO2",
  "method": "wB97M-V/def2-TZVPD",
  "e_homo_ev": -3.91,
  "lumo_energy_ev": 4.3,
  "charge": -1,
  "homo_lumo_gap_ev": 8.213,
  "symbols": ["C", "O", "C", "C", "N", "H", "H", "H", "H", "H", "H", "H", "H", "H", "H", "O"],
  "positions_angstrom": [[1.0159, -0.4534, 0.5132], [1.0044, -0.8535, -0.7768], [-0.4913, -0.2715, 1.0472], [-1.0767, 0.9901, 0.3600], [-1.1754, -1.5481, 0.6801], [1.5704, 0.4253, 0.9106], [1.3359, -1.2966, 1.1830], [-0.5904, -0.1190, 2.1505], [-0.5787, 0.9953, -0.6277], [-2.1357, 0.9766, 0.2117], [-0.6879, 1.9092, 0.7830], [-2.1058, -1.2322, 0.4194], [-0.6766, -1.6145, -0.2235], [1.2735, 0.2499, -1.5173], [1.4482, 0.8472, -2.9833], [1.8702, 0.9953, -2.1301]],
  "lowdin_charge": [-0.404, -0.278, -0.437, -0.094, -0.005, 0.102, 0.089, 0.108, 0.064, 0.041, 0.060, 0.030, 0.043, -0.018, -0.040, -0.261]
}

Run ii
{
  "formula": "C3H10NO2",
  "method": "wB97M-V/def2-TZVPD",
  "e_homo_ev": -3.33,
  "lumo_energy_ev": 4.4,
  "charge": -1,
  "homo_lumo_gap_ev": 7.759,
  "symbols": ["C", "O", "C", "C", "N", "H", "H", "H", "H", "H", "H", "H", "H", "H", "H", "O"],
  "positions_angstrom": [[-0.2603, 0.7366, -0.6168], [0.1734, 1.6224, 0.3235], [0.0442, -0.8120, -0.2485], [0.9056, -1.4517, -1.3797], [0.7972, -0.8302, 0.9964], [0.2083, 0.9205, -1.6054], [-1.3570, 0.8515, -0.7819], [-0.9050, -1.3367, -0.1803], [1.1620, -0.6974, -2.1324], [1.8811, -1.7235, -0.9707], [0.4307, -2.3239, -1.8348], [1.2412, 0.0780, 1.0740], [0.2425, -1.0552, 1.8033], [-1.0366, 2.0158, 1.1873], [-1.6308, 1.8522, 2.6190], [-1.8965, 2.1535, 1.7470]],
  "lowdin_charge": [-0.402, -0.344, -0.404, -0.101, -0.007, 0.065, 0.085, 0.106, 0.042, 0.049, 0.047, 0.046, 0.044, -0.028, -0.019, -0.179]
}

run ii ends up most stable, edging out the next structure by 0.166 eV.

Run i
{
  "formula": "H9O4",
  "method": "wB97M-V/def2-TZVPD",
  "e_homo_ev": -15.70,
  "lumo_energy_ev": -3.7,
  "charge": 1,
  "homo_lumo_gap_ev": 12.021,
  "symbols": ["O", "H", "H", "H", "O", "H", "H", "O", "H", "H", "O", "H", "H"],
  "positions_angstrom": [[-0.4367, 0.6786, -0.8419], [-0.8936, 1.2235, 0.0957], [0.4334, 0.4703, -0.3871], [-0.7490, -0.2458, -0.9104], [-0.2192, -1.6876, 0.2713], [-0.4852, -1.9709, 1.1918], [0.2616, -2.5077, -0.1236], [2.4213, -0.2004, -0.8659], [1.9540, -0.7098, -1.5380], [3.2283, 0.1562, -1.0726], [-1.5799, 1.2973, 1.2971], [-2.4986, 1.2319, 1.4702], [-1.4366, 2.2643, 1.4135]],
  "lowdin_charge": [0.122, 0.152, 0.110, 0.107, -0.094, 0.099, 0.128, -0.001, 0.057, 0.012, 0.074, 0.097, 0.137]
}

Run ii
{
  "formula": "H9O4",
  "method": "wB97M-V/def2-TZVPD",
  "e_homo_ev": -16.07,
  "lumo_energy_ev": -3.5,
  "charge": 1,
  "homo_lumo_gap_ev": 12.522,
  "symbols": ["O", "H", "H", "H", "O", "H", "H", "O", "H", "H", "O", "H", "H"],
  "positions_angstrom": [[-0.0954, -0.0146, -0.3246], [0.4749, 0.6839, -0.6984], [0.2038, -0.9077, -0.6231], [0.0574, 0.0553, 0.7084], [0.5169, 0.2591, 2.0471], [0.3220, -0.4546, 2.6738], [0.2743, 1.0396, 2.5685], [-0.4309, -2.6201, -0.9805], [-0.5550, -3.2492, -1.6949], [-0.1335, -3.0688, -0.1871], [-0.2843, 2.3635, -1.1440], [-0.7501, 3.0555, -1.6283], [0.3998, 2.8581, -0.7169]],
  "lowdin_charge": [0.193, 0.122, 0.117, 0.070, 0.038, 0.114, 0.117, -0.021, 0.077, 0.063, -0.021, 0.082, 0.047]
}

run ii ends up most stable, edging out the next structure by 0.766 eV.

Run i
{
  "formula": "C11H15N",
  "method": "wB97M-V/def2-TZVPD",
  "e_homo_ev": [-13.04, -13.53],
  "lumo_energy_ev": [-3.8, -7.0],
  "charge": 1,
  "homo_lumo_gap_ev": [9.288, 6.488],
  "multiplicity": 2,
  "s_squared": 0.78,
  "symbols": ["C", "C", "C", "C", "C", "C", "C", "C", "C", "N", "H", "H", "H", "H", "H", "H", "H", "H", "H", "C", "C", "H", "H", "H", "H", "H", "H"],
  "positions_angstrom": [[0.1541, -1.8340, -1.9782], [-0.0795, 0.6165, -1.2644], [0.6972, -0.5157, -1.5644], [0.8130, 1.6178, -0.7635], [2.0272, -0.1499, -1.3424], [-1.4568, 0.7705, -1.0625], [0.2611, 2.8001, -0.3372], [-2.0139, 2.0194, -0.8901], [-1.1108, 3.0506, -0.5697], [2.0999, 1.0712, -0.7658], [-2.1019, -0.0870, -1.2138], [-0.3409, -2.3920, -1.1795], [0.9139, -2.5089, -2.3722], [2.9701, -0.6457, -1.4998], [2.9252, 1.6305, -0.6155], [0.8133, 3.5783, 0.1751], [-3.0731, 2.1593, -0.7762], [-1.4252, 4.0601, -0.3477], [-0.5714, -1.7046, -2.7784], [-0.3946, -2.2093, 3.2070], [-0.0750, -1.1942, 2.0892], [0.4159, -2.1116, 3.9446], [-1.2411, -1.9472, 3.8300], [-0.2928, -3.1707, 2.7259], [0.9620, -1.1969, 1.7338], [-0.2819, -0.1793, 2.4336], [-0.5942, -1.5274, 1.1821]],
  "lowdin_charge": [-0.002, -0.122, -0.145, -0.166, 0.059, 0.031, 0.037, -0.021, 0.006, 0.156, 0.135, 0.097, 0.095, 0.154, 0.181, 0.128, 0.120, 0.123, 0.100, -0.147, -0.181, 0.068, 0.068, 0.063, 0.056, 0.065, 0.041]
}

Run ii
{
  "formula": "C11H15N",
  "method": "wB97M-V/def2-TZVPD",
  "e_homo_ev": [-12.99, -13.33],
  "lumo_energy_ev": [-3.7, -6.9],
  "charge": 1,
  "homo_lumo_gap_ev": [9.307, 6.395],
  "multiplicity": 2,
  "s_squared": 0.77,
  "symbols": ["C", "C", "H", "H", "H", "H", "H", "H", "C", "C", "C", "C", "C", "C", "C", "C", "C", "N", "H", "H", "H", "H", "H", "H", "H", "H", "H"],
  "positions_angstrom": [[-2.6840, -3.6564, -2.7642], [-1.5409, -3.4501, -1.7716], [-3.7024, -3.4628, -2.4482], [-2.4370, -3.2415, -3.7461], [-2.7069, -4.7436, -2.7330], [-0.7164, -2.7277, -2.1213], [-0.7794, -4.2523, -1.6219], [-1.7150, -3.1391, -0.7428], [1.4486, 3.3983, 2.8203], [0.6076, 1.6722, 1.0191], [1.4817, 2.1195, 2.0652], [1.0901, 0.4248, 0.6201], [2.4508, 1.1340, 2.2415], [-0.9582, 1.6792, -0.8060], [-0.4779, 0.4121, -1.1259], [-0.4148, 2.2885, 0.3102], [0.5584, -0.2994, -0.4491], [2.2685, 0.1363, 1.3579], [-1.6750, 2.1152, -1.4745], [-0.7595, 0.0396, -2.1218], [-0.7190, 3.2368, 0.7656], [0.9536, -1.2497, -0.7100], [1.2552, 3.0334, 3.8501], [0.6528, 4.1181, 2.6964], [3.2787, 1.0579, 2.9225], [2.8899, -0.6107, 1.0864], [2.3504, 3.9676, 2.8811]],
  "lowdin_charge": [-0.149, -0.202, 0.063, 0.071, 0.062, 0.054, 0.067, 0.051, 0.005, -0.126, -0.115, -0.169, 0.045, -0.030, -0.015, 0.037, 0.064, 0.159, 0.119, 0.126, 0.136, 0.110, 0.119, 0.089, 0.156, 0.182, 0.092]
}

run i ends up most stable, edging out the next structure by 0.497 eV.